{
  "formula": "C15H17AuN2O2S",
  "method": "wB97M-V/def2-TZVPD",
  "homo_lumo_gap_ev": 7.179,
  "e_lumo_ha": 0.007,
  "spin_multiplicity": 1,
  "de_lowest_kcal_mol": 7.8,
  "symbols": ["Au", "C", "C", "C", "C", "C", "C", "C", "C", "C", "S", "C", "N", "H", "H", "H", "H", "H", "H", "H", "H", "O", "C", "O", "C", "N", "C", "C", "C", "H", "H", "H", "H", "H", "H", "H", "H", "H"],
  "positions_angstrom": [[-0.30, -0.22, 0.17], [1.20, 2.34, -1.69], [2.30, 1.48, -1.13], [3.66, 1.82, -1.30], [4.61, 1.00, -0.77], [4.24, -0.17, -0.06], [5.21, -1.03, 0.51], [4.79, -2.13, 1.19], [3.42, -2.41, 1.34], [2.43, -1.61, 0.81], [0.76, -2.10, 1.09], [2.86, -0.44, 0.08], [1.94, 0.40, -0.48], [1.60, 3.20, -2.23], [0.57, 2.70, -0.88], [0.57, 1.76, -2.37], [3.93, 2.71, -1.84], [5.67, 1.23, -0.88], [6.26, -0.80, 0.38], [5.52, -2.81, 1.63], [3.12, -3.29, 1.90], [-2.01, 1.87, 2.94], [-0.75, 1.95, 2.57], [-0.40, 1.96, 1.41], [0.26, 1.97, 3.71], [-0.43, 2.25, 4.98], [-0.09, 3.64, 5.40], [0.57, 4.27, 4.17], [1.29, 3.08, 3.53], [0.70, 0.97, 3.71], [-0.19, 1.58, 5.69], [-1.97, 1.91, 3.92], [0.61, 3.63, 6.23], [-0.98, 4.18, 5.71], [1.23, 5.09, 4.44], [-0.19, 4.66, 3.48], [2.19, 2.84, 4.09], [1.55, 3.22, 2.48]]
}

=====

{
  "formula": "C15H17BI2N6OS3V",
  "method": "wB97M-V/def2-TZVPD",
  "charge": -2,
  "homo_lumo_gap_ev": [5.394, 4.839],
  "e_lumo_ha": [0.146, 0.146],
  "spin_multiplicity": 2,
  "de_lowest_kcal_mol": 12.7,
  "s_squared": 0.761,
  "symbols": ["V", "S", "C", "C", "C", "C", "N", "C", "C", "C", "S", "C", "N", "H", "H", "O", "C", "N", "B", "C", "N", "H", "H", "H", "I", "I", "C", "C", "N", "C", "S", "N", "C", "C", "H", "H", "H", "H", "H", "H", "H", "H", "H", "H", "H", "H"],
  "positions_angstrom": [[-0.38, 0.70, -1.31], [-1.31, -1.35, -1.86], [-1.23, -1.43, -3.58], [-1.66, -2.56, -4.27], [-1.53, -2.68, -5.64], [-1.96, -3.86, -6.29], [-2.31, -4.83, -6.81], [-0.95, -1.62, -6.39], [-0.59, -0.45, -5.72], [-0.73, -0.35, -4.35], [-0.30, 1.17, -3.55], [-0.75, -1.71, -7.78], [-0.54, -1.76, -8.92], [-2.09, -3.38, -3.70], [-0.20, 0.39, -6.28], [1.09, 3.87, 0.87], [0.61, 3.21, -0.01], [0.13, 2.57, -0.87], [3.45, -0.94, 0.52], [2.22, -0.36, -0.24], [1.31, 0.06, -0.81], [3.91, -0.04, 1.21], [4.25, -1.31, -0.31], [3.05, -1.85, 1.20], [-2.51, 1.72, -2.74], [-5.31, 2.65, -2.30], [2.67, 2.04, 3.29], [1.32, 1.59, 3.82], [0.36, 1.52, 2.74], [-0.51, 0.53, 2.52], [-1.24, 0.23, 1.05], [-0.84, -0.30, 3.57], [-1.28, 0.22, 4.85], [-0.94, -0.76, 5.97], [3.38, 2.17, 4.11], [2.56, 2.99, 2.77], [3.06, 1.31, 2.59], [0.97, 2.30, 4.59], [1.40, 0.60, 4.29], [0.55, 2.14, 1.96], [-1.43, -1.05, 3.24], [-2.37, 0.39, 4.83], [-0.80, 1.18, 5.04], [-1.44, -1.71, 5.81], [-1.25, -0.36, 6.94], [0.14, -0.94, 5.99]]
}

=====

{
  "formula": "C15H17BrCoN5O3S2",
  "method": "wB97M-V/def2-TZVPD",
  "charge": 1,
  "homo_lumo_gap_ev": [8.806, 8.458],
  "e_lumo_ha": [-0.104, -0.119],
  "spin_multiplicity": 4,
  "s_squared": 3.757,
  "symbols": ["Co", "C", "C", "N", "N", "C", "S", "N", "N", "H", "H", "H", "H", "H", "H", "C", "C", "C", "C", "C", "C", "C", "S", "O", "O", "O", "H", "H", "H", "H", "H", "H", "H", "Br", "C", "C", "C", "C", "C", "N", "H", "H", "H", "H"],
  "positions_angstrom": [[0.91, -0.54, 0.54], [-1.61, -5.21, 0.85], [-1.29, -4.15, 1.83], [-1.59, -4.16, 3.09], [-1.08, -2.97, 3.57], [-0.46, -2.24, 2.65], [0.29, -0.74, 2.81], [-0.61, -2.99, 1.52], [-0.07, -2.58, 0.30], [-2.17, -5.99, 1.35], [-0.71, -5.65, 0.43], [-2.22, -4.81, 0.03], [-1.19, -2.73, 4.54], [0.47, -3.34, -0.10], [-0.82, -2.30, -0.33], [-3.83, 5.92, -0.93], [-2.88, 4.75, -0.97], [-2.16, 4.45, -2.11], [-1.28, 3.38, -2.15], [-1.14, 2.60, -1.01], [-1.86, 2.87, 0.15], [-2.72, 3.94, 0.16], [-0.05, 1.25, -1.03], [-0.78, 0.03, -0.53], [0.49, 1.08, -2.36], [1.02, 1.46, 0.00], [-3.87, 6.43, -1.89], [-3.51, 6.65, -0.18], [-4.83, 5.60, -0.66], [-2.28, 5.07, -3.00], [-0.72, 3.14, -3.04], [-1.73, 2.25, 1.03], [-3.28, 4.17, 1.06], [2.89, -3.28, 1.67], [3.61, -2.07, 0.42], [4.96, -2.19, 0.11], [5.49, -1.35, -0.85], [4.66, -0.43, -1.47], [3.34, -0.36, -1.09], [2.81, -1.17, -0.14], [5.55, -2.94, 0.61], [6.54, -1.42, -1.11], [5.03, 0.23, -2.24], [2.67, 0.35, -1.54]]
}

=====

{
  "formula": "C15H17BrF2NOP",
  "method": "wB97M-V/def2-TZVPD",
  "homo_lumo_gap_ev": 9.080,
  "e_lumo_ha": 0.020,
  "spin_multiplicity": 1,
  "smiles": "NC(=O)CCPBr.Fc1ccccc1.Fc1ccccc1",
  "symbols": ["N", "C", "O", "C", "C", "P", "Br", "H", "H", "H", "H", "H", "H", "H", "F", "C", "C", "C", "C", "C", "C", "H", "H", "H", "H", "H", "F", "C", "C", "C", "C", "C", "C", "H", "H", "H", "H", "H"],
  "positions_angstrom": [[0.41, -1.97, -1.58], [-0.10, -0.83, -2.31], [-0.60, -0.92, -3.45], [0.00, 0.64, -1.69], [1.52, 0.76, -1.10], [2.71, 0.95, -2.59], [4.26, -0.70, -2.50], [0.49, -2.81, -2.17], [-0.13, -2.18, -0.73], [-0.08, 1.42, -2.52], [-0.80, 0.87, -0.93], [1.83, -0.16, -0.51], [1.62, 1.64, -0.38], [1.87, 0.64, -3.72], [-0.18, 2.84, 0.47], [-0.18, 4.19, 0.43], [-1.38, 4.87, 0.38], [-1.37, 6.26, 0.34], [-0.16, 6.95, 0.35], [1.04, 6.25, 0.40], [1.03, 4.86, 0.44], [-2.31, 4.32, 0.37], [-2.31, 6.81, 0.31], [-0.16, 8.03, 0.32], [1.98, 6.79, 0.40], [1.96, 4.30, 0.49], [-0.42, -2.69, 1.39], [-0.66, -4.00, 1.59], [-1.39, -4.71, 0.65], [-1.64, -6.06, 0.85], [-1.17, -6.69, 2.00], [-0.45, -5.97, 2.94], [-0.19, -4.62, 2.74], [-1.75, -4.20, -0.24], [-2.20, -6.62, 0.11], [-1.37, -7.74, 2.16], [-0.09, -6.46, 3.84], [0.38, -4.04, 3.46]]
}

=====

{
  "formula": "C15H17ClF2IN2O8S3",
  "method": "wB97M-V/def2-TZVPD",
  "charge": -1,
  "homo_lumo_gap_ev": 7.125,
  "e_lumo_ha": 0.011,
  "spin_multiplicity": 1,
  "symbols": ["C", "C", "C", "I", "C", "C", "C", "C", "C", "C", "C", "O", "N", "C", "C", "C", "C", "S", "O", "O", "Cl", "C", "O", "H", "H", "H", "H", "H", "H", "H", "H", "H", "H", "H", "H", "H", "H", "H", "H", "H", "N", "S", "O", "O", "F", "S", "O", "O", "F"],
  "positions_angstrom": [[2.01, 2.85, 1.94], [3.48, 2.34, 1.46], [3.39, 1.11, 0.40], [2.68, 2.01, -1.50], [2.46, -0.09, 0.90], [2.37, -0.38, 2.43], [1.45, -1.50, 3.03], [0.62, -2.31, 2.01], [0.75, -2.05, 0.48], [1.65, -0.96, -0.13], [-0.22, -3.14, -0.16], [-0.27, -3.60, -1.32], [-1.17, -3.49, 0.94], [-2.23, -2.45, 0.73], [-2.65, -1.61, 2.02], [-3.53, -0.35, 1.47], [-4.65, 0.14, 2.51], [-5.00, 1.96, 2.17], [-5.66, 2.62, 3.37], [-3.75, 2.74, 1.87], [-6.28, 2.18, 0.51], [-0.45, -3.49, 2.22], [-0.58, -4.22, 3.24], [1.88, 2.44, 3.01], [1.18, 2.37, 1.31], [1.93, 3.98, 2.01], [3.92, 3.22, 0.86], [4.18, 2.12, 2.33], [4.47, 0.77, 0.17], [2.98, 0.27, 3.16], [1.37, -1.71, 4.15], [1.68, -0.81, -1.26], [-1.94, -1.73, -0.11], [-3.18, -3.02, 0.38], [-3.32, -2.24, 2.73], [-1.79, -1.15, 2.61], [-2.74, 0.47, 1.25], [-3.97, -0.61, 0.44], [-4.41, -0.06, 3.60], [-5.63, -0.40, 2.20], [1.65, 0.38, -5.94], [2.36, -0.18, -7.23], [3.80, -0.02, -7.31], [1.64, -0.10, -8.48], [2.26, -1.74, -6.92], [1.66, 1.95, -5.90], [1.31, 2.50, -4.61], [1.09, 2.67, -7.02], [3.21, 2.33, -6.00]]
}

=====

{
  "formula": "C15H17N3O2S",
  "method": "wB97M-V/def2-TZVPD",
  "homo_lumo_gap_ev": 8.334,
  "e_lumo_ha": -0.008,
  "spin_multiplicity": 1,
  "de_lowest_kcal_mol": 10.4,
  "smiles": "C=CCn1c(=S)[nH]c2nc3c(cc2c1=O)COC(C)(C)C3",
  "symbols": ["C", "C", "C", "N", "C", "S", "N", "C", "N", "C", "C", "C", "C", "C", "O", "C", "O", "C", "C", "C", "C", "H", "H", "H", "H", "H", "H", "H", "H", "H", "H", "H", "H", "H", "H", "H", "H", "H"],
  "positions_angstrom": [[1.63, 4.03, -3.93], [0.86, 4.60, -2.98], [-0.52, 4.10, -2.51], [-0.27, 3.05, -1.51], [-0.26, 3.35, -0.14], [-0.66, 4.83, 0.53], [0.18, 2.44, 0.76], [0.20, 1.12, 0.45], [0.31, 0.31, 1.50], [0.34, -0.99, 1.19], [0.22, -1.50, -0.10], [0.15, -0.61, -1.17], [0.13, 0.74, -0.87], [-0.08, 1.74, -1.91], [-0.24, 1.37, -3.06], [0.17, -3.00, -0.33], [0.33, -3.79, 0.85], [-0.25, -3.24, 2.08], [-1.81, -3.17, 2.03], [0.20, -4.19, 3.19], [0.38, -1.89, 2.39], [2.61, 4.46, -4.15], [1.28, 3.12, -4.41], [1.27, 5.47, -2.49], [-1.07, 3.70, -3.34], [-1.17, 4.91, -2.08], [0.16, 2.70, 1.74], [0.15, -1.00, -2.20], [0.96, -3.22, -1.08], [-0.78, -3.24, -0.83], [-2.22, -4.09, 1.59], [-2.28, -3.09, 3.02], [-2.14, -2.31, 1.42], [-0.15, -3.90, 4.20], [-0.19, -5.19, 3.01], [1.33, -4.19, 3.21], [1.42, -2.01, 2.72], [-0.18, -1.43, 3.20]]
}

=====

Calculated total energy in eV, matching the order above: -37434.28968 -101894.61838 -158759.56631 -104134.17995 -93749.34296 -35231.76439